C5H8O6S2 | the ωB97M-V functional and the def2-TZVPD basis

Cartesian coordinates (Å):
C  -0.39822  -0.65461  1.85441
C  -1.67951  0.91655  -0.69060
C  -0.76341  1.91924  -1.21610
C  0.78932  -0.41244  -1.51977
C  1.71387  -1.76454  1.82113
O  -1.24127  0.09463  2.22824
O  -0.60119  -1.29452  0.56912
O  -1.63980  -1.63648  -1.58163
O  1.02093  1.13068  0.53253
O  1.79822  2.04952  -1.61044
O  0.57760  -1.14381  2.54838
S  -0.81435  -0.72654  -0.87613
S  0.89913  1.23208  -0.95256
H  -1.59813  0.87700  0.40541
H  -2.84337  0.84919  -0.99883
H  -0.77786  1.91029  -2.24983
H  -0.96067  2.94514  -0.87205
H  0.64420  -0.55230  -2.59926
H  1.38425  -2.78038  1.38684
H  2.52328  -2.09915  2.57334
H  1.96698  -0.85955  1.24781

For the LUMO energy, the calculation gives 0.41 eV. The calculated total energy comes out at -1442.9665 Ha. For the orbital gap, the calculation gives 10.29 eV. Its spin multiplicity is 1. The HOMO energy comes out at -9.9 eV. As for the total charge: 0.

Here are the Mulliken charges for atoms 1 to 5, given in e: atom 1 (C): 0.72, atom 2 (C): -0.44, atom 3 (C): -0.75, atom 4 (C): -0.75, atom 5 (C): -0.46